1.
The following is a quantum chemistry calculation of C30H21BBr3F8InN3OP as an isolated structure, from the Open Molecules 2025 dataset.

Summary:
2S+1	1
frontier orbital gap	6.429	eV

The geometry in XYZ format:
```
69
C30H21BBr3F8InN3OP ωB97M-V with the def2-TZVPD basis set
In -1.930 -0.327 -0.317
Br -4.134 -2.032 -2.036
C -5.810 -1.275 -1.409
Br -5.582 0.065 -0.058
H -6.383 -2.086 -0.982
H -6.290 -0.827 -2.268
C 1.042 3.143 -4.445
C 0.328 3.269 -3.266
C -0.049 2.137 -2.560
C 0.307 0.884 -3.032
C 1.012 0.748 -4.226
C 1.377 1.880 -4.927
N -0.095 -0.249 -2.257
N 0.495 -1.297 -2.548
C 0.094 -2.448 -1.794
C 0.719 -3.646 -2.065
C 0.340 -4.752 -1.310
C -0.619 -4.609 -0.324
C -1.193 -3.359 -0.116
N -0.834 -2.318 -0.858
H 1.322 4.025 -5.005
H 0.035 4.245 -2.904
H -0.646 2.231 -1.666
H 1.251 -0.237 -4.599
H 1.913 1.781 -5.862
H 1.473 -3.697 -2.837
H 0.802 -5.713 -1.492
H -0.922 -5.444 0.290
H -1.928 -3.130 0.654
F -1.054 3.517 6.237
C -0.775 2.814 5.147
C 0.348 2.010 5.106
F 1.154 1.935 6.161
C 0.621 1.290 3.954
F 1.722 0.531 3.973
C -0.192 1.332 2.832
P 0.329 0.465 1.290
C 1.930 1.290 0.952
C 3.176 0.869 1.419
C 4.320 1.579 1.091
C 4.240 2.719 0.303
C 3.006 3.155 -0.153
C 1.861 2.440 0.169
C 0.780 -1.218 1.823
C 1.770 -1.927 1.147
C 2.061 -3.238 1.498
C 1.359 -3.851 2.525
C 0.348 -3.158 3.178
C 0.046 -1.852 2.823
C -1.342 2.136 2.906
Br -2.639 2.230 1.544
C -1.616 2.870 4.046
F -2.702 3.636 4.135
H 3.257 -0.006 2.048
H 5.280 1.241 1.459
H 5.137 3.267 0.048
H 2.930 4.043 -0.767
H 0.903 2.787 -0.193
H 2.326 -1.463 0.340
H 2.840 -3.773 0.970
H 1.592 -4.869 2.810
H -0.221 -3.639 3.963
H -0.784 -1.340 3.289
F -2.954 2.589 -3.423
B -3.181 1.274 -3.168
F -2.584 1.094 -1.667
F -4.494 0.932 -3.062
F -2.421 0.407 -3.904
O -2.470 -1.077 1.371
```

---

2.
The following is a quantum chemistry calculation of C30H21BBr3F8InN3OP as an isolated structure, from the Open Molecules 2025 dataset.

Summary:
2S+1	1
frontier orbital gap	6.332	eV

The geometry in XYZ format:
```
69
C30H21BBr3F8InN3OP ωB97M-V with the def2-TZVPD basis set
In -0.475 0.430 -1.650
Br -2.690 1.093 -4.223
C -2.056 2.857 -4.608
Br -0.415 3.271 -3.647
H -2.796 3.589 -4.314
H -1.824 2.919 -5.663
C -6.567 1.713 -0.430
C -5.806 0.775 -1.105
C -4.423 0.887 -1.125
C -3.814 1.941 -0.463
C -4.578 2.890 0.221
C -5.952 2.775 0.229
N -2.396 1.985 -0.462
N -1.912 2.793 0.338
C -0.500 2.822 0.403
C 0.013 3.714 1.330
C 1.381 3.857 1.448
C 2.194 3.101 0.620
C 1.606 2.213 -0.256
N 0.280 2.058 -0.370
H -7.645 1.622 -0.412
H -6.281 -0.053 -1.611
H -3.856 0.148 -1.677
H -4.085 3.699 0.739
H -6.549 3.508 0.754
H -0.688 4.269 1.935
H 1.803 4.544 2.169
H 3.271 3.168 0.659
H 2.218 1.589 -0.889
F 6.904 -2.442 -2.155
C 5.690 -2.140 -1.715
C 5.218 -2.689 -0.540
F 5.983 -3.523 0.157
C 3.952 -2.357 -0.094
F 3.568 -2.910 1.056
C 3.116 -1.481 -0.779
P 1.424 -1.120 -0.106
C 0.703 -2.771 0.067
C 0.025 -3.250 -1.055
C -0.568 -4.502 -1.006
C -0.509 -5.258 0.155
C 0.146 -4.766 1.277
C 0.755 -3.525 1.235
C 1.848 -0.491 1.557
C 0.838 -0.407 2.513
C 1.074 0.214 3.732
C 2.317 0.759 4.014
C 3.330 0.678 3.068
C 3.096 0.064 1.848
C 3.617 -0.946 -1.969
Br 2.620 0.200 -3.079
C 4.885 -1.269 -2.426
F 5.364 -0.756 -3.558
H -0.077 -2.626 -1.943
H -1.099 -4.874 -1.872
H -0.988 -6.228 0.194
H 0.174 -5.347 2.189
H 1.257 -3.141 2.114
H -0.134 -0.840 2.327
H 0.272 0.262 4.458
H 2.501 1.237 4.968
H 4.309 1.088 3.281
H 3.902 0.022 1.126
F -3.865 -0.965 0.960
B -2.525 -0.857 1.257
F -1.783 -0.817 -0.018
F -2.231 0.348 1.914
F -2.052 -1.938 1.979
O -0.512 -0.817 -3.071
```

---

Most stable structure - 1; separation to the second - 18.2 kJ/mol.

---

1.
The following is a quantum chemistry calculation of a single C21H28N4O4 molecule, from the Open Molecules 2025 dataset.

Summary:
2S+1	1
SMILES	COCC(=O)N1CCC(Oc2ccc(C(=O)NCc3cc(C)n(C)n3)cc2)CC1
frontier orbital gap	9.415	eV

The geometry in XYZ format:
```
57
C21H28N4O4 ωB97M-V with the def2-TZVPD basis set
C -0.646 -4.663 0.512
O -0.374 -3.405 1.093
C -1.489 -2.561 1.190
C -1.966 -2.029 -0.168
O -1.385 -2.303 -1.200
N -3.096 -1.280 -0.156
C -3.720 -0.684 1.003
C -3.317 0.789 1.111
C -3.714 1.546 -0.164
O -3.368 2.925 -0.110
C -2.013 3.195 -0.015
C -1.411 3.332 1.231
C -0.043 3.505 1.319
C 0.741 3.533 0.172
C 2.226 3.477 0.345
O 2.810 4.003 1.272
N 2.843 2.741 -0.612
C 4.141 2.142 -0.393
C 3.979 0.655 -0.313
C 4.850 -0.313 0.206
C 4.189 -1.515 0.038
C 4.578 -2.903 0.391
N 3.009 -1.226 -0.551
C 1.967 -2.141 -0.911
N 2.872 0.080 -0.767
C 0.123 3.504 -1.074
C -1.247 3.346 -1.167
C -3.125 0.829 -1.386
C -3.524 -0.645 -1.389
H 0.279 -5.231 0.575
H -1.434 -5.185 1.069
H -0.944 -4.564 -0.534
H -2.320 -3.086 1.688
H -1.162 -1.723 1.812
H -3.446 -1.216 1.912
H -4.806 -0.759 0.876
H -3.800 1.246 1.976
H -2.234 0.855 1.243
H -4.808 1.566 -0.247
H -2.018 3.284 2.122
H 0.443 3.585 2.280
H 2.263 2.180 -1.221
H 4.552 2.543 0.538
H 4.818 2.408 -1.215
H 5.815 -0.154 0.642
H 4.651 -3.523 -0.503
H 5.541 -2.901 0.894
H 3.835 -3.351 1.052
H 1.189 -1.591 -1.435
H 1.525 -2.602 -0.025
H 2.354 -2.925 -1.564
H 0.709 3.605 -1.975
H -1.731 3.317 -2.131
H -3.474 1.310 -2.300
H -2.035 0.895 -1.352
H -3.043 -1.167 -2.217
H -4.610 -0.750 -1.475
```

---

2.
The following is a quantum chemistry calculation of a single C21H28N4O4 molecule, from the Open Molecules 2025 dataset.

Summary:
2S+1	1
SMILES	CCOC(=O)N1CCN(c2c(NCCCN(C)c3ccccc3)c(=O)c2=O)CC1
frontier orbital gap	8.303	eV

The geometry in XYZ format:
```
57
C21H28N4O4 ωB97M-V with the def2-TZVPD basis set
C 7.341 1.639 -0.044
C 6.525 0.558 0.639
O 5.212 0.568 0.076
C 4.404 -0.432 0.481
O 4.721 -1.290 1.273
N 3.196 -0.363 -0.126
C 2.156 -1.300 0.231
C 0.887 -0.559 0.639
N 0.501 0.372 -0.409
C -0.499 1.245 -0.235
C -1.543 1.407 0.684
N -2.010 0.674 1.713
C -3.244 1.024 2.384
C -4.486 1.045 1.483
C -4.730 -0.251 0.695
N -3.836 -0.412 -0.429
C -4.121 0.425 -1.573
C -2.844 -1.353 -0.503
C -2.559 -2.249 0.543
C -1.565 -3.202 0.424
C -0.800 -3.296 -0.725
C -1.048 -2.405 -1.755
C -2.040 -1.452 -1.652
C -1.959 2.679 0.074
O -2.768 3.539 0.346
C -0.906 2.444 -0.984
O -0.576 2.933 -2.044
C 1.417 0.537 -1.516
C 2.839 0.739 -1.002
H 7.403 1.444 -1.111
H 6.875 2.610 0.104
H 8.343 1.658 0.374
H 6.450 0.738 1.717
H 6.968 -0.433 0.490
H 2.531 -1.899 1.063
H 1.941 -1.970 -0.609
H 0.090 -1.290 0.804
H 1.063 -0.007 1.571
H -1.756 -0.305 1.722
H -3.125 2.024 2.811
H -3.380 0.311 3.200
H -5.351 1.229 2.123
H -4.401 1.881 0.791
H -4.659 -1.108 1.364
H -5.759 -0.231 0.314
H -4.976 1.057 -1.348
H -3.279 1.078 -1.817
H -4.365 -0.180 -2.451
H -3.131 -2.238 1.458
H -1.389 -3.880 1.248
H -0.030 -4.047 -0.812
H -0.465 -2.455 -2.664
H -2.190 -0.781 -2.479
H 1.372 -0.349 -2.157
H 1.106 1.403 -2.101
H 2.907 1.685 -0.452
H 3.541 0.788 -1.839
```

---

Most stable structure - 1; separation to the second - 37.7 kJ/mol.

---

1.
The following is a quantum chemistry calculation of C4H9NO3P as an isolated structure, from the Open Molecules 2025 dataset.

Summary:
2S+1	1
net charge	-1
frontier orbital gap (spin up / spin down)	7.960 / 6.505	eV

The geometry in XYZ format:
```
18
C4H9NO3P ωB97M-V with the def2-TZVPD basis set
C 1.639 1.024 -0.581
C 2.538 2.011 -0.324
C -0.207 -0.746 0.851
C -0.261 -1.911 -0.052
N -1.699 -2.399 -0.053
O -0.495 2.050 1.076
O -0.172 1.117 -1.330
O -2.245 0.672 -0.031
P -0.579 0.899 0.146
H 1.902 0.335 -1.301
H 0.074 -0.830 1.942
H 3.618 1.871 -0.644
H 2.498 2.776 0.422
H 0.345 -2.708 0.305
H -0.150 -1.570 -1.042
H -2.227 -1.456 -0.359
H -1.980 -2.674 0.826
H -2.598 1.538 0.151
```

---

2.
The following is a quantum chemistry calculation of an isolated ion of composition C4H9NO3P and charge -1, from the Open Molecules 2025 dataset.

Summary:
2S+1	1
SMILES	CN1CCCO[P@]1(=O)[O-]
net charge	-1
frontier orbital gap	8.139	eV

The geometry in XYZ format:
```
18
C4H9NO3P ωB97M-V with the def2-TZVPD basis set
C -0.628 1.931 0.145
N -1.082 0.624 -0.189
C -0.909 -0.355 0.861
C 0.628 -0.747 1.180
C 1.338 -1.309 -0.028
O 1.326 -0.423 -1.170
P -0.229 -0.148 -1.804
O -0.786 -1.458 -2.027
O -0.021 0.906 -2.786
H -0.992 2.548 -0.845
H -1.070 2.383 1.008
H 0.464 1.881 0.145
H -1.542 -1.172 0.567
H -1.426 0.146 1.714
H 0.873 0.324 1.577
H 0.637 -1.553 2.034
H 2.448 -1.365 0.132
H 0.973 -2.212 -0.514
```

---

Most stable structure - 2; separation to the second - 422.5 kJ/mol.

---

1.
The following is a quantum chemistry calculation of a 2-piece molecular cluster, C4H5BrO overall, from the Open Molecules 2025 dataset.

Summary:
2S+1	1
SMILES	C#CBr.CC=O
frontier orbital gap	10.420	eV

The geometry in XYZ format:
```
11
C4H5BrO ωB97M-V with the def2-TZVPD basis set
C -2.193 -2.044 0.236
C -2.427 -0.893 0.203
Br -2.689 0.960 0.119
H -1.709 -2.990 0.248
C 1.286 1.255 -0.430
C 1.312 -0.081 0.284
O 1.022 -1.169 -0.119
H 1.045 2.103 0.377
H 0.540 1.336 -1.190
H 2.273 1.436 -1.019
H 1.539 0.086 1.290
```

---

2.
The following is a quantum chemistry calculation of a single C4H5BrO molecule, from the Open Molecules 2025 dataset.

Summary:
2S+1	1
SMILES	C=C(C)C(=O)Br
frontier orbital gap	10.328	eV

The geometry in XYZ format:
```
11
C4H5BrO ωB97M-V with the def2-TZVPD basis set
C -0.968 0.789 -1.205
C -0.997 -0.265 -0.441
C 0.221 -1.164 -0.339
C -2.127 -0.674 0.501
O -2.142 -1.415 1.396
Br -3.715 0.319 -0.013
H -0.084 0.839 -1.834
H -1.731 1.497 -1.513
H 0.772 -1.037 -1.177
H 0.052 -2.248 -0.170
H 0.702 -0.687 0.518
```

---

Most stable structure - 2; separation to the second - 242.1 kJ/mol.